No. 1
This record from OMol25 describes a cluster of 2 separate species, C3H10N2 in total in a non-equilibrium geometry. The level of theory is ωB97M-V/def2-TZVPD.

Calculated values
**E**: -6251.5618 eV
**Largest force on an atom**: 1.543 eV Å⁻¹
**Energy relative to the best compared isomer or geometry (same formula, charge and spin)**: 43.0 kcal per mole
**SMILES**: C=N.CNC
**HOMO-LUMO gap**: 10.18 eV
**Net charge**: 0
**HOMO energy**: -9.0 eV

Geometry (Å):
C  4.53  1.53  4.55
N  4.97  1.01  5.62
H  4.76  2.55  4.32
H  4.05  0.88  3.82
H  4.80  0.01  5.68
C  -2.05  -1.75  -1.98
N  -2.07  -0.29  -1.82
C  -2.82  0.46  -2.86
H  -1.50  -2.09  -1.09
H  -3.05  -2.19  -2.00
H  -1.39  -1.97  -2.85
H  -1.12  -0.07  -2.12
H  -2.62  0.00  -3.84
H  -2.60  1.53  -2.75
H  -3.89  0.39  -2.67

Here are the Mulliken charges for atoms 1 to 6, given in e:
1. C -0.241
2. N -0.465
3. H 0.259
4. H 0.200
5. H 0.246
6. C -0.747

No. 2
This record from OMol25 describes a cluster of 9 separate species, C28H78N4O15 in total in a non-equilibrium geometry. The level of theory is ωB97M-V/def2-TZVPD.

Calculated values
**E**: -66962.5341 eV
**Largest force on an atom**: 4.295 eV Å⁻¹
**Multiplicity**: 2
**<S²>**: 0.750
**HOMO-LUMO gap (alpha / beta)**: 1.92 / 8.86 eV
**Net charge**: -1
**HOMO energy (alpha / beta)**: 0.2 / -6.7 eV

Geometry (Å):
C  5.10  26.07  1.68
O  6.45  25.58  1.30
C  6.54  24.91  0.12
C  7.96  24.28  0.02
N  8.74  25.14  -0.87
C  10.11  24.67  -0.97
C  10.96  25.80  -1.34
O  11.02  26.78  -0.27
C  12.10  27.66  -0.32
H  4.82  27.00  1.19
H  5.08  26.21  2.76
H  4.23  25.42  1.54
H  6.34  25.65  -0.65
H  5.77  24.14  0.14
H  7.89  23.28  -0.40
H  8.49  24.37  0.97
H  8.78  25.93  -0.24
H  10.05  24.03  -1.85
H  10.53  24.17  -0.10
H  10.67  26.34  -2.25
H  11.88  25.23  -1.47
H  12.96  27.09  0.04
H  12.05  28.56  0.29
H  12.30  27.91  -1.36
C  -0.24  23.19  0.26
O  -1.11  24.23  0.01
C  -0.36  25.29  -0.55
C  -1.35  26.49  -0.60
N  -1.79  26.97  0.70
C  -2.56  28.20  0.58
C  -4.09  28.09  0.00
O  -4.43  29.46  -0.33
C  -4.71  30.34  0.75
H  0.18  22.66  -0.59
H  -0.92  22.43  0.64
H  0.51  23.46  1.01
H  -0.13  25.08  -1.60
H  0.46  25.55  0.12
H  -2.19  26.37  -1.29
H  -0.71  27.28  -0.98
H  -2.18  26.24  1.26
H  -2.04  28.95  -0.02
H  -2.61  28.80  1.49
H  -4.79  27.73  0.76
H  -4.19  27.52  -0.92
H  -5.01  31.27  0.26
H  -3.78  30.54  1.28
H  -5.55  29.95  1.32
C  2.96  28.10  -1.25
O  2.01  28.59  -2.26
C  2.31  30.00  -2.48
C  1.15  30.48  -3.34
N  -0.12  30.17  -2.73
C  -1.34  30.47  -3.56
C  -1.63  29.37  -4.68
O  -2.31  28.18  -4.15
C  -2.72  27.29  -5.19
H  2.53  27.19  -0.85
H  3.00  28.73  -0.37
H  3.78  27.64  -1.80
H  3.18  30.03  -3.13
H  2.49  30.60  -1.58
H  1.21  30.15  -4.37
H  1.12  31.57  -3.37
H  -0.29  29.24  -2.40
H  -1.21  31.48  -3.94
H  -2.12  30.54  -2.80
H  -0.74  29.09  -5.23
H  -2.29  29.95  -5.33
H  -3.56  26.66  -4.89
H  -1.97  26.54  -5.45
H  -3.10  27.90  -6.01
C  0.30  31.16  9.80
O  -0.10  31.80  8.62
C  -0.72  30.74  7.77
C  -0.87  31.15  6.27
N  0.51  31.29  5.64
C  0.35  31.86  4.33
C  0.66  33.38  4.37
O  1.84  33.65  5.12
C  2.17  34.97  5.14
H  0.96  30.34  9.51
H  -0.46  30.67  10.41
H  0.85  31.84  10.45
H  -1.67  30.36  8.15
H  -0.16  29.81  7.87
H  -1.57  31.98  6.15
H  -1.19  30.28  5.71
H  1.13  31.92  6.13
H  -0.58  31.65  3.80
H  1.13  31.46  3.68
H  -0.17  33.99  4.74
H  0.85  33.79  3.38
H  2.27  35.12  4.07
H  3.01  35.19  5.80
H  1.27  35.54  5.38
O  2.60  30.12  6.90
H  1.89  30.47  6.36
H  2.94  29.38  6.39
O  2.73  26.76  6.84
H  2.91  25.87  6.55
H  3.19  26.83  7.68
O  0.57  30.61  0.74
H  0.08  30.04  0.14
H  0.98  30.01  1.36
C  5.38  31.49  2.11
C  5.60  32.87  1.43
O  4.89  33.81  2.27
O  4.00  31.18  2.27
H  5.93  31.52  3.06
H  5.97  30.72  1.61
H  4.95  33.08  0.58
H  6.64  33.17  1.27
H  4.07  33.31  2.29
H  3.79  30.24  2.31
C  1.53  27.39  2.27
C  1.61  26.63  3.61
O  1.06  27.47  4.65
O  2.37  28.53  2.39
H  0.58  27.76  1.89
H  1.88  26.65  1.55
H  2.68  26.43  3.68
H  1.05  25.70  3.61
H  1.43  27.08  5.44
H  2.24  28.79  3.30

Here are the Mulliken charges for atoms 1 to 6, given in e:
1. C -0.959
2. O -0.088
3. C -0.483
4. C -0.828
5. N -0.437
6. C -0.629

No. 3
This record from OMol25 describes a structure of composition C38H47BF4IrP2S3Si. The level of theory is ωB97M-V/def2-TZVPD.

Calculated values
**E**: -113524.4712 eV
**Largest force on an atom**: 0.590 eV Å⁻¹
**Multiplicity**: 2
**Energy relative to the best compared isomer or geometry (same formula, charge and spin)**: 13.0 kcal per mole
**<S²>**: 0.755
**HOMO-LUMO gap (alpha / beta)**: 6.08 / 6.01 eV
**Net charge**: -2
**HOMO energy (alpha / beta)**: -2.0 / -1.9 eV

Geometry (Å):
Ir  0.94  -0.11  -0.25
S  -0.82  0.43  -2.19
P  -2.02  -0.42  -0.83
C  -0.97  -1.06  0.31
P  -1.01  -1.81  1.79
S  0.95  -1.74  2.49
C  -1.48  -3.58  1.81
C  -1.40  -4.35  2.97
C  -1.74  -5.69  2.95
C  -2.15  -6.28  1.76
C  -2.22  -5.53  0.60
C  -1.87  -4.18  0.63
C  -2.02  -1.13  3.15
C  -3.19  -1.74  3.61
C  -3.99  -1.10  4.54
C  -3.64  0.16  5.01
C  -2.48  0.78  4.55
C  -1.67  0.13  3.63
C  -3.23  0.79  -0.20
C  -3.35  2.05  -0.75
C  -4.24  2.97  -0.21
C  -5.01  2.63  0.88
C  -4.91  1.37  1.44
C  -4.02  0.45  0.90
C  -3.08  -1.64  -1.70
C  -4.47  -1.68  -1.64
C  -5.18  -2.64  -2.36
C  -4.52  -3.57  -3.14
C  -3.13  -3.53  -3.21
C  -2.42  -2.58  -2.50
H  -1.06  -3.89  3.90
H  -1.66  -6.28  3.85
H  -2.42  -7.33  1.74
H  -2.53  -5.98  -0.34
H  -1.89  -3.59  -0.28
H  -3.49  -2.71  3.23
H  -4.90  -1.57  4.89
H  -4.28  0.67  5.72
H  -2.20  1.77  4.87
H  -0.78  0.62  3.26
H  -2.71  2.32  -1.58
H  -4.30  3.97  -0.64
H  -5.69  3.36  1.32
H  -5.48  1.10  2.32
H  -3.93  -0.53  1.36
H  -5.00  -0.96  -1.04
H  -6.27  -2.66  -2.30
H  -5.07  -4.31  -3.70
H  -2.60  -4.25  -3.83
H  -1.34  -2.54  -2.56
F  0.27  2.12  1.74
B  -0.53  3.13  2.36
F  -0.31  3.08  3.76
F  -1.89  2.88  2.10
F  -0.17  4.39  1.87
C  4.22  0.98  1.46
C  4.59  0.96  -0.04
C  5.63  2.06  -0.28
C  5.32  -0.37  -0.27
Si  2.91  1.10  -1.08
C  2.51  3.04  -1.15
C  2.58  3.67  0.25
C  3.40  3.88  -2.08
C  1.06  3.25  -1.60
C  3.33  0.52  -2.93
C  4.70  0.95  -3.47
C  2.29  1.02  -3.93
C  3.25  -1.01  -2.96
H  5.14  0.88  2.06
H  3.57  0.15  1.71
H  3.72  1.89  1.76
H  6.51  1.87  0.35
H  5.26  3.06  -0.03
H  5.97  2.08  -1.32
H  6.19  -0.42  0.41
H  5.71  -0.47  -1.29
H  4.69  -1.23  -0.06
H  3.61  3.79  0.61
H  2.02  3.09  0.99
H  2.13  4.67  0.23
H  4.47  3.78  -1.86
H  3.14  4.94  -1.96
H  3.26  3.63  -3.13
H  0.36  2.85  -0.87
H  0.83  2.79  -2.56
H  0.86  4.33  -1.69
H  4.82  2.03  -3.47
H  4.80  0.61  -4.51
H  5.53  0.52  -2.91
H  2.36  2.09  -4.13
H  1.27  0.80  -3.61
H  2.44  0.50  -4.89
H  3.94  -1.49  -2.27
H  3.48  -1.37  -3.98
H  2.25  -1.36  -2.69
S  2.75  -2.77  0.42
C  1.71  -1.53  0.75

Here are the Mulliken charges for atoms 1 to 6, given in e:
1. Ir 2.443
2. S -0.898
3. P 0.705
4. C -1.203
5. P 2.290
6. S -0.610

Question: Which value of E does entry 1 give?
Answer: -6251.5618 eV

Question: The lowest E belongs to which entry?
Answer: C38H47BF4IrP2S3Si